Entry 1:
A structure of composition C27H21BrF4N2O4PSc, computed with ωB97M-V with the def2-TZVPD basis set.

The geometry in ORCA input format:
```
! wB97M-V def2-TZVPD RIJCOSX def2/J DEFGRID3
* xyz 2 1
Sc 2.098 0.524 -1.068
F -4.001 3.892 0.888
C -3.229 2.945 0.413
C -3.700 1.650 0.309
F -4.920 1.359 0.701
C -2.865 0.660 -0.185
F -3.343 -0.576 -0.290
C -1.555 0.923 -0.552
P -0.447 -0.382 -1.156
C -1.145 -1.072 -2.661
C -1.767 -2.315 -2.697
C -2.290 -2.776 -3.896
C -2.196 -2.000 -5.043
C -1.574 -0.757 -5.004
C -1.039 -0.293 -3.815
C -0.277 -1.685 0.088
C 0.771 -2.577 -0.179
C 1.090 -3.574 0.732
C 0.372 -3.679 1.915
C -0.669 -2.797 2.179
C -0.996 -1.793 1.275
C -1.124 2.249 -0.471
Br 0.587 2.802 -1.133
C -1.937 3.252 0.006
F -1.514 4.503 0.077
H -1.853 -2.917 -1.800
H -2.778 -3.740 -3.931
H -2.607 -2.365 -5.974
H -1.504 -0.155 -5.900
H -0.546 0.674 -3.786
H 1.293 -2.529 -1.134
H 1.884 -4.274 0.511
H 0.613 -4.458 2.625
H -1.246 -2.905 3.089
H -1.815 -1.122 1.492
O -2.822 0.933 3.165
C -1.926 0.790 4.266
N -0.613 0.593 3.721
C 0.392 1.497 3.869
O 0.336 2.524 4.499
C 1.646 1.163 3.098
C 2.897 1.349 3.681
C 4.035 1.098 2.931
C 3.896 0.722 1.610
N 2.691 0.576 1.029
C 1.590 0.780 1.781
H -3.709 1.069 3.523
H -2.211 -0.076 4.867
H -1.900 1.683 4.887
H -0.395 -0.302 3.315
H 2.958 1.697 4.704
H 5.022 1.213 3.354
H 4.761 0.552 0.983
H 0.626 0.651 1.293
C 4.197 1.070 -4.310
C 3.413 0.841 -3.082
O 3.449 1.669 -2.089
O 2.662 -0.189 -2.924
H 5.256 0.945 -4.069
H 4.069 2.100 -4.642
H 3.913 0.364 -5.084
*
```

## Properties
electronic energy: -150400.51763 eV
maximum force: 0.38 eV Å⁻¹



Entry 2:
A cluster of 2 separate species, C3H3F2I in total at a distorted geometry, computed with ωB97M-V with the def2-TZVPD basis set.

The geometry in ORCA input format:
```
! wB97M-V def2-TZVPD RIJCOSX def2/J DEFGRID3
* xyz 0 1
C 0.640 0.290 -0.434
C 1.604 0.471 0.474
C -2.420 -0.127 -0.206
F -2.873 -0.248 1.059
F -2.484 -1.338 -0.697
I 3.553 0.093 -0.147
H -0.401 0.296 -0.192
H 0.738 0.112 -1.436
H 1.643 0.451 1.580
*
```

## Properties
electronic energy: -16691.46279 eV
maximum force: 3.34 eV Å⁻¹



Entry 3:
A cluster of 3 separate species, C21H27F11N2OS in total at a distorted geometry, computed with ωB97M-V with the def2-TZVPD basis set.

The geometry in ORCA input format:
```
! wB97M-V def2-TZVPD RIJCOSX def2/J DEFGRID3
* xyz 0 1
C 2.649 -2.772 -0.466
N 1.806 -2.278 -1.570
C 1.840 -0.809 -1.659
C 1.286 -0.102 -0.433
O -0.140 -0.084 -0.352
C -0.741 1.004 -1.026
C -2.230 0.970 -0.660
N -2.795 -0.302 -1.161
C -3.510 -1.081 -0.153
C -2.741 -2.341 0.283
C -2.952 -3.567 -0.609
F -2.396 -4.590 0.101
F -4.263 -3.857 -0.674
C -2.183 -3.558 -1.981
F -1.241 -2.671 -1.914
F -1.557 -4.708 -2.130
S -3.187 -3.263 -3.548
F -4.104 -4.512 -3.262
F -4.168 -2.250 -2.845
F -2.236 -2.061 -3.970
F -2.202 -4.224 -4.363
F -3.990 -3.040 -4.895
H 2.065 -2.699 0.457
H 3.536 -2.127 -0.340
H 2.904 -3.822 -0.601
H 2.282 -2.606 -2.407
H 1.355 -0.512 -2.593
H 2.905 -0.507 -1.745
H 1.634 -0.538 0.499
H 1.676 0.930 -0.426
H -0.643 0.835 -2.109
H -0.292 1.969 -0.768
H -2.374 1.116 0.412
H -2.685 1.776 -1.251
H -3.453 -0.051 -1.887
H -4.480 -1.406 -0.540
H -3.740 -0.514 0.759
H -3.167 -2.653 1.244
H -1.683 -2.169 0.477
F 1.857 2.775 -1.246
C 2.530 3.892 -0.896
C 1.843 4.932 -0.302
C 2.537 6.077 0.061
C 3.901 6.170 -0.182
C 4.574 5.115 -0.783
C 3.886 3.964 -1.140
H 0.778 4.843 -0.129
H 2.013 6.897 0.534
H 4.440 7.066 0.099
H 5.636 5.188 -0.976
H 4.394 3.128 -1.602
F 2.136 0.270 2.498
C 1.270 0.261 3.529
C 1.473 -0.619 4.573
C 0.579 -0.622 5.634
C -0.507 0.243 5.632
C -0.697 1.117 4.570
C 0.199 1.132 3.512
H 2.321 -1.291 4.551
H 0.730 -1.301 6.463
H -1.205 0.236 6.460
H -1.546 1.789 4.566
H 0.073 1.811 2.678
*
```

## Properties
structure (SMILES): CNCCOCCNCCC(F)(F)C(F)(F)S(F)(F)(F)(F)F.Fc1ccccc1.Fc1ccccc1
electronic energy: -67967.11597 eV
maximum force: 2.17 eV Å⁻¹



Entry 4:
A cluster of 2 separate species, C36H48N6O9P in total at a distorted geometry, computed with ωB97M-V with the def2-TZVPD basis set.

The geometry in ORCA input format:
```
! wB97M-V def2-TZVPD RIJCOSX def2/J DEFGRID3
* xyz 1 1
C 0.422 5.576 -2.015
C 0.033 4.534 -3.083
C -0.280 3.130 -2.529
C 0.442 1.998 -3.271
C -0.264 0.635 -3.172
N 0.208 -0.268 -2.105
C 0.187 0.313 -0.861
N -0.925 0.424 -0.167
C -0.908 1.119 1.139
C -1.685 0.439 2.251
C -1.108 -0.921 2.650
O -2.170 -1.825 2.952
C -1.753 -3.120 3.112
C -2.774 -4.128 2.668
O -0.672 -3.386 3.567
P -2.449 -0.249 -0.889
N -2.739 -1.532 0.145
O -3.469 0.917 -0.354
N 1.338 0.815 -0.299
C 2.589 0.208 -0.738
C 2.411 -1.225 -1.242
O 1.786 -2.054 -0.233
C 2.578 -2.774 0.660
O 2.768 -3.937 0.440
C 3.062 -2.080 1.873
C 2.547 -0.861 2.305
C 3.018 -0.285 3.471
C 3.992 -0.924 4.223
C 4.511 -2.139 3.797
C 4.044 -2.713 2.629
C 3.791 -1.742 -1.674
C 4.945 -1.001 -1.450
C 6.186 -1.457 -1.855
C 6.316 -2.675 -2.490
C 5.182 -3.440 -2.689
C 3.948 -2.983 -2.288
C 1.352 -1.209 -2.413
N 2.056 -0.901 -3.630
C 0.744 -2.630 -2.608
C -0.664 -2.788 -2.019
C -1.070 -4.227 -1.793
O -1.787 -4.538 -0.884
O -0.608 -5.153 -2.694
H 1.408 5.987 -2.224
H 0.481 5.130 -1.021
H -0.299 6.385 -1.949
H 0.778 4.485 -3.874
H -0.883 4.890 -3.555
H -0.033 3.101 -1.462
H -1.354 2.947 -2.589
H 1.493 1.933 -2.979
H 0.448 2.259 -4.332
H -1.309 0.849 -2.946
H -0.283 0.109 -4.121
H -1.342 2.109 0.978
H 0.109 1.264 1.486
H -2.755 0.407 2.063
H -1.551 1.104 3.106
H -0.493 -0.807 3.544
H -0.445 -1.330 1.882
H -3.683 -3.632 2.341
H -2.363 -4.718 1.852
H -3.014 -4.763 3.518
H -3.455 -1.363 0.843
H -2.963 -2.372 -0.378
H -4.227 0.885 -0.951
H 1.361 1.827 -0.339
H 3.038 0.790 -1.550
H 3.299 0.249 0.082
H 1.768 -0.370 1.742
H 2.635 0.668 3.811
H 4.352 -0.486 5.144
H 5.261 -2.655 4.380
H 4.420 -3.671 2.298
H 4.934 -0.044 -0.952
H 7.060 -0.846 -1.685
H 7.288 -3.014 -2.818
H 5.256 -4.411 -3.159
H 3.112 -3.634 -2.466
H 2.428 0.038 -3.671
H 1.516 -1.112 -4.454
H 1.363 -3.374 -2.128
H 0.698 -2.870 -3.669
H -1.404 -2.291 -2.643
H -0.651 -2.380 -1.012
H 0.176 -5.583 -2.326
C -7.145 3.161 2.985
C -5.942 2.466 2.929
C -4.759 3.153 2.717
C -4.801 4.524 2.565
C -5.984 5.236 2.610
C -7.164 4.541 2.823
N -3.530 5.239 2.351
O -2.513 4.571 2.282
O -3.569 6.443 2.246
H -8.069 2.627 3.158
H -5.928 1.392 3.057
H -3.818 2.627 2.673
H -5.985 6.308 2.485
H -8.101 5.079 2.865
*
```

## Properties
electronic energy: -74760.47354 eV
maximum force: 1.06 eV Å⁻¹



Entry 5:
The ion C5H8N with charge +1 at a distorted geometry, computed with ωB97M-V with the def2-TZVPD basis set.

The geometry in ORCA input format:
```
! wB97M-V def2-TZVPD RIJCOSX def2/J DEFGRID3
* xyz 1 1
C 1.786 0.138 -0.883
C 0.937 -0.346 0.225
C 0.875 -1.266 1.183
C -0.346 0.073 1.056
C -1.567 0.327 0.372
N -1.926 0.388 -0.870
H 2.484 0.859 -0.403
H 1.118 0.739 -1.581
H 2.441 -0.632 -1.468
H 0.821 -1.901 1.968
H -0.242 0.431 2.089
H -2.279 0.871 1.005
H -2.767 0.643 -1.270
H -1.334 -0.323 -1.423
*
```

## Properties
structure (SMILES): CC1=C[C@@H]1C=[NH2+]
electronic energy: -6793.89979 eV
maximum force: 7.66 eV Å⁻¹